1.
Below is a single C9H10Si molecule, with properties calculated with wB97M-V/def2-TZVPD.

XYZ file:
```
20
Properties=species:S:1:pos:R:3:forces:R:3
C -0.459 2.354 0.041 1.616 -0.058 -0.036
C 0.847 1.948 0.134 -0.603 -1.018 -1.268
C -1.647 1.638 -0.025 -3.004 -3.070 -1.427
C 0.275 -0.445 0.091 -2.061 3.481 0.070
C 1.265 0.543 0.118 -2.317 0.379 0.135
C -1.861 0.285 -0.072 5.015 0.114 0.934
C 0.928 -1.692 0.112 -0.306 -1.635 -0.123
C 2.266 -1.590 0.143 -0.683 0.091 -0.027
C 2.596 -0.150 -0.006 1.332 1.165 2.463
Si -2.883 -1.260 0.064 0.615 0.113 0.200
H -0.559 3.360 -0.249 -0.213 1.374 0.154
H 1.462 2.792 -0.142 0.956 -0.312 0.529
H -2.585 2.130 -0.392 0.767 0.308 0.875
H 0.399 -2.612 0.019 -0.241 -0.685 0.185
H 2.916 -2.447 0.129 0.388 0.132 -0.073
H 2.903 -0.054 -1.009 0.622 0.366 -1.532
H 3.464 0.277 0.631 -1.468 -0.719 -0.834
H -1.872 -2.222 0.550 -0.349 -0.242 -0.146
H -3.499 -1.676 -1.205 0.054 0.010 -0.166
H -3.955 -1.181 1.068 -0.121 0.208 0.084
```
Forces are in eV/Å.

As for the energy relative to the best compared isomer or geometry (same formula, charge and spin): 94.4 kcal per mole. The calculation puts the HOMO-LUMO gap at 7.685 eV.

List of Mulliken charges in e, atom by atom:
1 C -0.2034
2 C -0.5008
3 C -0.0974
4 C 0.0204
5 C 0.2069
6 C -0.1443
7 C -0.2829
8 C -0.7348
9 C -0.4499
10 Si 0.4170
11 H 0.3129
12 H 0.2660
13 H 0.2288
14 H 0.3871
15 H 0.4003
16 H 0.2431
17 H 0.3233
18 H -0.1563
19 H -0.1166
20 H -0.1193

***

2.
Below is a gas-phase ion, C9H11Br2N2S (charge +1), with properties calculated with wB97M-V/def2-TZVPD.

XYZ file:
```
25
Properties=species:S:1:pos:R:3:forces:R:3
C -1.595 2.959 0.656 -0.281 -2.052 0.010
C -0.563 -1.535 0.834 0.888 0.961 0.381
C -2.098 1.702 0.426 -0.775 0.765 0.274
C 1.531 -0.626 -0.094 -2.447 -2.268 1.152
C 0.127 1.237 0.395 -1.952 0.141 -0.919
C -1.308 -0.645 -0.156 3.541 -1.711 -1.729
C -3.527 1.303 0.383 -2.031 3.436 5.552
C 3.165 -2.186 -1.173 -1.131 3.663 -2.213
C 2.787 -1.248 -0.045 2.340 -0.283 0.043
N -1.148 0.743 0.217 4.017 1.074 0.219
N 1.329 0.630 0.036 -0.932 0.258 0.463
S 0.100 2.865 0.826 0.211 0.430 -0.332
Br -0.679 -3.305 0.314 -0.144 -0.141 -0.195
Br 4.342 0.200 0.038 -0.618 -0.529 0.065
H -2.245 3.803 0.741 0.271 0.557 0.395
H -0.802 -0.972 -1.188 -1.959 1.448 1.698
H -2.298 -0.828 0.002 -2.889 -1.022 -0.373
H -3.910 0.731 1.362 1.253 0.858 -2.188
H -3.667 0.783 -0.447 -1.258 -2.434 -3.523
H -4.264 2.245 0.424 1.900 -1.935 -0.452
H 4.179 -2.454 -1.091 1.502 0.492 -0.543
H 2.733 -3.100 -1.191 -2.239 -2.843 0.699
H 2.747 -1.688 -2.135 1.718 -0.881 1.130
H 2.943 -1.840 0.873 -0.457 0.798 0.145
H 2.120 1.228 -0.007 1.472 1.219 0.240
```
Forces are in eV/Å.

Its net charge is +1. As for the energy relative to the best compared isomer or geometry (same formula, charge and spin): 42.0 kcal per mole. The calculation puts the HOMO-LUMO gap (spin up / spin down) at 6.752 / 6.753 eV.

List of Mulliken charges in e, atom by atom:
1 C -0.4485
2 C -0.2439
3 C 0.8163
4 C 0.1434
5 C 0.3331
6 C -0.7990
7 C -1.5290
8 C -1.1723
9 C -0.2543
10 N 0.2500
11 N 0.0982
12 S -0.1118
13 Br -0.0105
14 Br -0.2713
15 H 0.4686
16 H 0.2712
17 H 0.6264
18 H 0.3205
19 H 0.4768
20 H 0.3638
21 H 0.4233
22 H 0.3795
23 H 0.2779
24 H 0.3411
25 H 0.2504

***

3.
Below is a molecular structure, C9H11Br6Cl3O6, with properties calculated with wB97M-V/def2-TZVPD.

XYZ file:
```
35
Properties=species:S:1:pos:R:3:forces:R:3
C 0.980 -2.488 -5.242 1.245 -0.409 -0.837
Br 2.605 -2.076 -4.165 -1.184 -0.023 -0.641
Br 1.001 -4.445 -5.607 -0.290 1.085 0.272
Br 1.025 -1.517 -6.992 -0.089 -0.522 1.261
H 0.073 -2.197 -4.712 0.326 -0.128 -0.054
C 1.462 2.966 0.770 0.043 0.916 0.290
Br 2.067 4.795 0.455 -0.175 1.147 -0.138
Br 2.461 2.323 2.337 0.246 -0.812 1.367
Br 1.722 1.915 -0.935 0.640 -1.025 -1.962
H 0.387 2.963 0.949 -0.168 0.115 0.305
C -1.619 -0.076 -1.853 0.240 -0.265 0.958
Cl -1.242 0.944 -0.400 -0.597 -0.358 -1.168
Cl -0.452 0.066 -3.207 -0.620 0.351 0.508
Cl -3.318 0.162 -2.332 0.679 -0.047 -0.097
H -1.481 -1.092 -1.485 -0.293 0.199 -0.175
C -2.529 0.176 2.702 -1.236 0.118 0.724
C -1.624 1.345 3.009 2.337 -3.210 0.696
O -2.229 2.432 2.487 -0.519 2.954 -1.202
C -3.524 2.211 2.406 -4.174 0.755 -2.426
O -4.443 2.980 2.056 3.326 -1.763 1.564
O -3.764 0.891 2.569 -0.960 -0.086 0.410
H -2.579 -0.541 3.522 -0.134 0.078 -0.044
H -2.377 -0.372 1.772 0.447 0.277 0.073
H -0.730 0.993 2.494 0.752 1.251 0.210
H -1.463 1.547 4.068 0.242 -0.500 0.062
C 1.936 -1.479 -0.442 -0.145 -0.152 -0.456
C 2.847 -1.007 0.636 2.121 -1.039 -0.550
O 2.172 -1.431 1.816 1.639 0.744 1.946
C 0.907 -1.652 1.592 -2.284 -0.193 2.261
O 0.023 -1.874 2.448 2.523 0.599 -2.571
O 0.734 -1.579 0.300 -2.977 -0.402 -2.155
H 2.188 -2.464 -0.834 0.016 -0.252 0.215
H 1.853 -0.827 -1.311 -0.377 0.319 0.408
H 3.184 0.026 0.556 -0.836 0.193 0.676
H 3.748 -1.618 0.573 0.240 0.088 0.272
```
Forces are in eV/Å.

Its net charge is -1. Its multiplicity is 2. The calculation puts the HOMO-LUMO gap (spin up / spin down) at 2.543 / 7.032 eV.

List of Mulliken charges in e, atom by atom:
1 C -0.2678
2 Br 0.0107
3 Br -0.0458
4 Br -0.0158
5 H 0.2979
6 C 0.1098
7 Br -0.2476
8 Br -0.3268
9 Br -0.3779
10 H -0.0483
11 C -0.0071
12 Cl 0.0397
13 Cl -0.1023
14 Cl -0.1492
15 H 0.1729
16 C -0.1322
17 C 0.0445
18 O -0.3040
19 C 0.7067
20 O -0.6241
21 O -0.3904
22 H 0.3268
23 H 0.1424
24 H -0.1747
25 H 0.3757
26 C 0.1722
27 C -0.2024
28 O -0.3303
29 C 0.7982
30 O -0.6851
31 O -0.2867
32 H 0.2424
33 H -0.1082
34 H 0.1254
35 H 0.2617

***

4.
Below is a single C9H11Cl2N3O molecule, with properties calculated with wB97M-V/def2-TZVPD.

XYZ file:
```
26
Properties=species:S:1:pos:R:3:forces:R:3
C -4.405 0.171 0.773 1.478 0.564 -1.534
C -3.923 -1.039 0.351 -0.393 -1.681 0.935
C -3.665 1.318 0.409 -2.157 -1.227 0.884
C -1.928 -0.156 -0.335 4.559 -0.054 -0.070
C -2.673 -1.286 -0.160 -1.353 0.881 -0.138
C -2.415 1.107 -0.091 -1.066 1.682 -0.227
C 2.991 0.401 -0.858 2.290 -5.588 -2.320
C 4.033 -0.254 0.184 -1.463 3.968 -0.740
C 0.566 0.438 -0.458 2.645 -0.460 -1.273
N 1.722 -0.269 -0.821 -4.606 2.469 1.284
N -0.549 -0.328 -0.593 1.509 -0.539 -0.165
N 3.679 0.390 1.449 -0.150 -0.782 2.122
O 1.543 -1.503 -1.213 0.506 0.015 0.440
Cl -2.201 -2.863 -0.610 0.342 -0.052 0.056
Cl -1.639 2.594 -0.549 0.591 -0.051 -0.203
H -5.357 0.159 1.207 -1.202 0.509 0.541
H -4.469 -1.934 0.549 -0.736 -0.364 0.131
H -4.183 2.276 0.461 0.748 -0.025 0.169
H 2.796 1.428 -0.910 0.463 1.510 0.453
H 3.441 -0.045 -1.868 -0.957 1.537 1.566
H 4.025 -1.342 0.165 0.176 0.090 -0.391
H 4.942 0.314 -0.159 -0.224 -1.457 0.473
H 0.655 1.537 -0.270 -0.219 -1.486 -0.011
H -0.015 -1.263 -0.744 -1.454 0.149 -0.384
H 2.776 0.113 1.873 0.097 0.085 -1.229
H 4.255 0.038 2.216 0.577 0.307 -0.367
```
Forces are in eV/Å.

The calculation puts the HOMO-LUMO gap (spin up / spin down) at 8.000 / 7.999 eV.

List of Mulliken charges in e, atom by atom:
1 C -0.8030
2 C -0.3318
3 C -0.4617
4 C 0.6698
5 C 0.0381
6 C 0.3381
7 C -0.8441
8 C -0.3491
9 C -0.2988
10 N 0.5718
11 N -0.1727
12 N -0.6057
13 O -0.7896
14 Cl -0.1955
15 Cl -0.2409
16 H 0.4034
17 H 0.3696
18 H 0.3700
19 H 0.4153
20 H 0.2778
21 H 0.3303
22 H 0.3003
23 H 0.2206
24 H 0.3507
25 H 0.2037
26 H 0.2335

***

5.
Below is a molecular structure, C9H11ClFFeO, with properties calculated with wB97M-V/def2-TZVPD.

XYZ file:
```
24
Properties=species:S:1:pos:R:3:forces:R:3
Fe -11.926 18.927 -14.003 -0.798 -0.057 -0.279
Cl -13.943 18.496 -14.665 0.974 0.192 0.314
F -18.153 15.695 -12.903 -0.039 0.139 0.196
C -17.547 14.934 -13.744 0.295 -0.423 -0.032
C -18.221 13.754 -14.180 -0.270 0.355 0.166
C -17.615 12.970 -15.098 0.707 -0.349 -0.112
C -16.297 13.288 -15.541 -0.409 0.201 0.267
C -15.620 14.462 -15.065 -0.547 -0.092 -0.855
C -16.239 15.301 -14.189 -0.106 -0.302 -0.167
H -19.204 13.507 -13.798 0.013 0.205 0.120
H -18.089 12.065 -15.454 -0.027 0.048 -0.054
H -15.855 12.627 -16.277 0.244 0.166 0.040
H -14.725 14.767 -15.595 0.222 -0.154 0.408
H -15.796 16.248 -13.906 -0.168 -0.093 0.181
C -18.690 17.689 -15.335 1.303 -0.130 0.692
C -18.315 17.734 -16.799 -0.037 -0.265 -0.203
O -19.109 18.009 -17.650 -0.181 0.227 -0.202
C -16.918 17.253 -17.117 0.154 -0.950 0.289
H -18.911 18.679 -14.940 -0.688 -0.051 -0.185
H -17.805 17.398 -14.747 -0.039 0.032 -0.174
H -19.432 16.923 -15.126 -0.498 0.406 -0.162
H -16.948 16.172 -16.889 0.014 0.164 0.081
H -16.177 17.669 -16.428 0.003 0.159 -0.267
H -16.621 17.282 -18.160 -0.122 0.572 -0.061
```
Forces are in eV/Å.

Its net charge is +2. Its multiplicity is 6. As for the energy relative to the best compared isomer or geometry (same formula, charge and spin): 0.0 kcal per mole. The calculation puts the HOMO-LUMO gap (spin up / spin down) at 4.156 / 3.472 eV.

List of Mulliken charges in e, atom by atom:
1 Fe 0.9219
2 Cl -0.0051
3 F -0.2429
4 C 0.3248
5 C -0.4042
6 C -0.3728
7 C -0.3046
8 C -0.3646
9 C 0.1277
10 H 0.4745
11 H 0.4466
12 H 0.4179
13 H 0.3917
14 H 0.4853
15 C -0.6032
16 C 0.5933
17 O -0.4898
18 C -0.3915
19 H 0.3742
20 H -0.0584
21 H 0.2373
22 H 0.0283
23 H 0.0187
24 H 0.3947

***

Going through the records in order, we get largest force on an atom values of 5.1 6.8 4.9 6.5 1.5 eV/A.